A structure of composition C48H39F5N6OPPdTe. Source: the Open Molecules 2025 dataset; level of theory: ωB97M-V/def2-TZVPD.

```
102
Properties=species:S:1:pos:R:3:mulliken_spin:R:1
Pd -0.295 -0.203 1.270 1.258
C -1.244 2.332 -3.608 0.000
N -1.218 2.145 -2.168 0.001
C -0.719 1.061 -1.517 -0.009
N -0.853 1.206 -0.217 0.161
C -1.440 2.418 0.011 0.006
C -1.700 3.011 -1.231 0.006
C -2.469 4.214 -1.538 0.002
C -2.010 5.177 -2.441 0.000
C -2.767 6.309 -2.690 0.000
C -3.993 6.483 -2.062 0.001
C -4.462 5.520 -1.176 0.000
C -3.709 4.395 -0.911 0.001
C -1.648 3.025 1.317 0.019
C -1.582 4.404 1.446 0.002
C -1.896 5.026 2.647 -0.009
C -2.298 4.291 3.772 -0.004
C -2.321 2.928 3.706 0.001
C -1.938 2.243 2.503 -0.023
P 0.090 -0.365 -2.325 0.013
C 1.665 -0.247 -1.384 0.169
N 1.846 -0.413 -0.092 0.031
C 3.168 -0.170 0.154 0.130
C 3.813 0.158 -1.072 0.142
N 2.833 0.109 -2.016 -0.019
C 2.989 0.288 -3.451 0.001
C 5.218 0.352 -1.333 0.058
C 5.691 1.284 -2.273 0.036
C 7.044 1.416 -2.501 -0.004
C 7.955 0.613 -1.816 0.073
C 7.501 -0.316 -0.886 -0.032
C 6.152 -0.448 -0.641 0.082
C 3.726 -0.195 1.470 0.095
C 4.777 0.681 1.843 0.099
C 5.285 0.644 3.118 -0.027
C 4.773 -0.265 4.046 0.148
C 3.752 -1.151 3.684 0.012
C 3.215 -1.105 2.422 0.048
C -0.733 -1.692 -1.358 0.151
N -0.735 -1.883 -0.052 0.087
C -1.486 -3.003 0.193 0.165
C -1.972 -3.489 -1.048 0.167
N -1.463 -2.656 -1.997 -0.016
C -1.686 -2.746 -3.432 0.000
C -2.927 -4.545 -1.300 0.027
C -2.745 -5.490 -2.323 0.032
C -3.702 -6.458 -2.545 -0.001
C -4.864 -6.483 -1.773 0.073
C -5.056 -5.550 -0.760 -0.029
C -4.094 -4.594 -0.510 0.095
C -1.669 -3.647 1.463 0.115
C -1.834 -5.057 1.517 0.103
C -2.096 -5.686 2.711 -0.031
C -2.187 -4.941 3.884 0.151
C -1.980 -3.558 3.855 0.004
C -1.710 -2.917 2.669 0.040
H -1.207 1.365 -4.105 0.001
H -0.391 2.925 -3.937 0.000
H -2.159 2.843 -3.897 0.000
H -1.041 5.068 -2.909 0.000
H -2.401 7.059 -3.376 0.000
H -4.581 7.366 -2.266 0.000
H -5.427 5.649 -0.704 0.000
H -4.086 3.630 -0.243 0.000
H -1.281 5.005 0.601 0.000
H -1.829 6.103 2.716 0.000
H -2.582 4.802 4.680 0.000
H -2.635 2.340 4.557 0.000
H -2.358 1.239 2.364 -0.018
H 3.985 -0.022 -3.756 0.001
H 2.838 1.329 -3.737 0.000
H 2.264 -0.328 -3.976 -0.004
H 5.004 1.951 -2.775 -0.002
H 7.401 2.152 -3.207 0.001
H 9.014 0.714 -2.009 0.001
H 8.208 -0.947 -0.367 0.000
H 5.797 -1.208 0.042 0.005
H 5.128 1.424 1.142 0.001
H 6.059 1.337 3.414 0.002
H 5.155 -0.270 5.057 -0.003
H 3.383 -1.865 4.406 0.001
H 2.440 -1.799 2.127 0.007
H -2.612 -3.282 -3.621 0.001
H -0.867 -3.278 -3.917 -0.002
H -1.765 -1.750 -3.860 -0.003
H -1.824 -5.500 -2.891 -0.002
H -3.544 -7.203 -3.312 0.001
H -5.614 -7.238 -1.963 0.001
H -5.964 -5.570 -0.175 0.000
H -4.248 -3.845 0.256 0.004
H -1.694 -5.647 0.624 0.002
H -2.213 -6.760 2.741 0.002
H -2.408 -5.437 4.819 0.001
H -2.054 -2.988 4.770 0.004
H -1.621 -1.842 2.657 0.020
F -2.456 -0.299 1.274 0.193
Te 0.251 1.596 3.080 0.023
F 0.558 3.494 3.215 0.006
F 2.052 1.658 3.671 0.000
F -0.200 1.797 4.906 0.005
F 1.212 2.001 1.366 0.000
O 0.314 -0.230 3.262 0.148
```

Results
* 2S+1: 5
* total charge: +3
* orbital gap (alpha / beta): 5.55 / 4.62 eV

=====

A structure of composition C39H30N12RuSe. Source: the Open Molecules 2025 dataset; level of theory: ωB97M-V/def2-TZVPD.

```
83
Properties=species:S:1:pos:R:3:mulliken_spin:R:1
Ru 1.128 1.209 -0.441 0.213
C 0.923 2.722 3.424 0.360
C 1.472 2.259 2.230 -0.021
N 0.972 1.236 1.564 0.224
C -0.245 0.557 2.071 -0.032
C -0.579 1.004 3.480 0.285
N -0.058 2.026 4.046 -0.090
C -1.338 0.918 1.054 0.042
C -2.695 0.900 1.278 0.011
C -3.557 1.245 0.221 0.010
C -2.997 1.662 -0.976 -0.002
C -1.616 1.641 -1.155 0.033
N -0.823 1.215 -0.144 0.038
C -0.899 1.989 -2.361 -0.036
C -1.502 2.429 -3.548 0.005
N -0.822 2.722 -4.631 0.011
C 0.506 2.601 -4.575 -0.004
C 1.141 2.181 -3.424 0.009
N 0.461 1.859 -2.323 -0.075
C -5.021 1.146 0.359 0.001
C -5.809 0.783 -0.734 0.000
C -7.182 0.682 -0.573 0.000
N -7.786 0.913 0.584 0.000
C -7.048 1.267 1.626 0.000
C -5.668 1.394 1.566 -0.001
H 1.281 3.614 3.915 -0.010
H 2.350 2.736 1.806 0.010
H -1.289 0.406 4.044 -0.010
H -3.094 0.616 2.241 -0.001
H -3.631 2.027 -1.771 0.000
H -2.578 2.552 -3.599 -0.001
H 1.053 2.849 -5.473 -0.001
H 2.220 2.094 -3.384 -0.002
H -5.362 0.563 -1.694 0.000
H -7.821 0.399 -1.401 0.000
H -7.590 1.456 2.545 0.000
H -5.117 1.710 2.442 0.000
N 3.644 -0.621 1.584 0.003
C 3.371 -0.414 2.917 0.026
C 4.275 0.264 3.737 -0.007
C 3.971 0.528 5.060 0.008
C 2.753 0.129 5.592 -0.007
C 1.846 -0.539 4.786 0.011
C 2.129 -0.807 3.451 0.035
C 1.128 -1.564 2.643 -0.061
C 1.313 -2.941 2.526 -0.003
C 0.351 -3.753 1.951 0.000
C -0.823 -3.194 1.488 0.003
C -1.008 -1.824 1.550 0.004
C -0.036 -0.984 2.088 0.034
H 4.589 -0.452 1.282 0.000
H 3.181 -1.395 1.136 -0.002
H 5.230 0.573 3.329 0.000
H 4.688 1.048 5.682 0.000
H 2.519 0.327 6.628 0.000
H 0.896 -0.857 5.197 0.007
H 2.218 -3.378 2.929 0.000
H 0.505 -4.822 1.896 0.000
H -1.600 -3.823 1.073 0.000
H -1.932 -1.409 1.173 -0.001
N 3.009 1.472 -0.870 -0.091
C 3.979 1.432 -1.513 0.063
C 5.109 1.338 -2.293 -0.004
C 5.097 0.306 -3.251 0.002
N 5.033 -0.543 -4.028 -0.002
C 6.207 2.219 -2.183 0.005
N 7.103 2.938 -2.098 -0.002
C -1.936 -1.436 -2.005 0.001
N -0.954 -2.008 -2.893 -0.003
C -1.246 -2.588 -4.105 -0.001
C -0.090 -3.082 -4.596 -0.001
N 0.900 -2.799 -3.689 -0.003
C 2.282 -3.224 -3.802 0.003
C 0.373 -2.119 -2.653 0.014
Se 1.332 -1.478 -1.182 0.004
H -2.647 -2.201 -1.694 0.000
H -2.475 -0.630 -2.500 0.000
H -1.420 -1.052 -1.128 -0.001
H -2.243 -2.605 -4.505 0.000
H 0.096 -3.604 -5.517 0.000
H 2.372 -3.908 -4.642 0.000
H 2.590 -3.727 -2.887 -0.001
H 2.942 -2.374 -3.957 -0.001
```

Results
* energy relative to the best compared isomer or geometry (same formula, charge and spin): 0.0 kJ/mol
* 2S+1: 2
* total charge: +1
* orbital gap (alpha / beta): 5.49 / 5.15 eV

=====

A cluster of 2 separate species, C5H8O in total. Source: the Open Molecules 2025 dataset; level of theory: ωB97M-V/def2-TZVPD.

```
14
Properties=species:S:1:pos:R:3:mulliken_charge:R:1
C -0.789 -0.904 -0.326 -0.053
C -0.987 0.462 -0.712 -0.320
C -0.074 1.304 0.271 -0.608
C 1.145 0.788 0.397 -0.184
C 1.482 -0.487 -0.362 -0.418
O 0.392 -1.417 -0.167 -0.311
H -1.606 -0.068 1.884 0.025
H -1.582 -1.562 0.026 0.476
H -0.533 0.675 -1.687 0.285
H -2.039 0.746 -0.715 0.212
H -1.230 0.585 1.795 -0.021
H 1.899 1.187 1.072 0.372
H 2.378 -1.016 -0.036 0.296
H 1.545 -0.293 -1.440 0.249
```

Results
* energy relative to the best compared isomer or geometry (same formula, charge and spin): 536.5 kJ/mol
* orbital gap (alpha / beta): 7.49 / 7.49 eV